This record from the OMol25 dataset describes a single CH2INO3 molecule in a non-equilibrium geometry. The level of theory is wB97M-V/def2-TZVPD.

Last columns: bonded neighbours and bond lengths (Å).
Geometry (Å):
1 C 0.08 0.34 -0.02  I6 1.967, H7 1.072, H8 1.076
2 N 2.95 -1.78 -0.63  O3 1.293, O4 1.193, O5 1.214
3 O 3.47 -0.66 -1.04  N2 1.293, I6 2.391
4 O 3.46 -2.79 -1.01  N2 1.193
5 O 1.98 -1.70 0.09  N2 1.214
6 I 1.87 1.02 -0.47  C1 1.967, O3 2.391
7 H -0.63 0.15 -0.81  C1 1.072
8 H -0.15 0.07 0.99  C1 1.076

Output
Orbital gap: 7.568 eV
E_LUMO: -2.20 eV
ΔE to the lowest compared entry with this formula, charge and spin: 2.6510 eV
E: -617.21236 Eh